1.
C34H53B3Cl54O3 | ωB97M-V with the def2-TZVPD basis set

Structure (XYZ):
```
147
Properties=species:S:1:pos:R:3:mulliken_charge:R:1
C -1.6274 2.3076 6.3017 -0.471
C -1.1318 0.9431 5.8210 -0.430
C -2.3007 -0.0032 5.4963 -0.855
C -3.5120 0.6818 4.8692 -0.566
C -4.0591 -0.0062 3.5891 1.016
C -3.9409 0.8316 2.3190 -0.306
C -3.5110 -0.0343 1.1129 0.139
C -4.1797 0.4645 -0.1676 -0.703
C -3.8871 -0.4656 -1.3668 -0.855
C -2.8189 -0.0129 -2.3341 -0.557
C -2.6868 -1.0716 -3.4151 -0.749
C -1.9588 -0.6627 -4.6952 -0.789
C -1.2511 -1.8507 -5.3145 -0.581
C -0.8759 -1.5946 -6.7713 -0.921
C 0.1383 -2.6205 -7.2891 0.564
C 1.5756 -2.1123 -7.3414 -0.985
B 1.9494 -1.5893 -8.7664 0.677
O 2.8834 -0.5824 -8.9161 -0.777
B 3.1028 -0.1376 -10.1930 0.525
O 2.4124 -0.6074 -11.2792 -0.072
B 2.0334 -1.9054 -11.0345 -0.039
O 1.3566 -2.1520 -9.8851 0.025
H -1.5649 3.0185 5.4873 0.336
H -1.0445 2.7420 7.1025 -0.273
H -2.6653 2.2834 6.5698 0.327
H -0.5772 0.4954 6.6323 0.228
H -0.4222 0.9964 5.0149 0.352
H -1.9506 -0.7256 4.7750 0.291
H -2.5357 -0.5748 6.3793 0.341
H -4.3311 0.6565 5.5776 0.332
H -3.3015 1.7060 4.6145 0.372
H -5.0921 -0.2017 3.7802 -1.368
H -3.5994 -0.9680 3.4584 0.410
H -4.8683 1.3422 2.1050 -0.122
H -3.2119 1.6168 2.4421 0.561
H -3.7227 -1.0771 1.2771 -0.446
H -2.4501 0.1096 0.9715 0.220
H -5.2396 0.5012 0.0350 0.461
H -3.8280 1.4668 -0.3529 0.353
H -3.5911 -1.4106 -0.9341 0.190
H -4.8272 -0.6226 -1.8772 0.430
H -1.8844 0.1474 -1.8126 0.307
H -3.1337 0.9201 -2.7791 0.342
H -3.7000 -1.3173 -3.7049 0.330
H -2.2344 -1.9697 -3.0143 0.406
H -1.2835 0.1652 -4.5346 0.407
H -2.7114 -0.3405 -5.4039 0.326
H -1.9367 -2.6841 -5.3140 0.316
H -0.3738 -2.1063 -4.7353 0.376
H -0.4707 -0.5923 -6.8414 0.423
H -1.7844 -1.6593 -7.3543 0.404
H 0.0861 -3.4550 -6.6044 0.627
H -0.1730 -2.9857 -8.2512 -0.797
H 2.2825 -2.8502 -6.9866 0.275
H 1.6548 -1.2535 -6.6853 0.410
H 3.9114 0.7097 -10.3792 -0.209
H 2.3168 -2.7834 -11.7814 -0.123
C 2.9312 0.7760 8.1962 -0.118
Cl 2.1616 -0.7186 8.7383 -0.126
Cl 3.7894 0.5824 6.6832 -0.038
Cl 1.7580 2.0676 7.9766 -0.076
H 3.6448 1.0828 8.9475 0.336
C 7.1788 1.2260 4.6707 0.930
Cl 8.0823 -0.2609 4.9639 -0.137
Cl 5.5758 0.8677 4.0263 -0.124
Cl 7.0580 2.2016 6.1338 -0.113
H 7.7180 1.8354 3.9633 -0.531
C -2.3466 5.3823 8.6805 -0.049
Cl -1.6269 6.3881 7.4218 -0.136
Cl -3.8081 4.5971 8.0887 -0.059
Cl -1.1813 4.1951 9.2711 -0.110
H -2.6228 6.0224 9.5066 0.363
C -4.3078 -4.0286 1.9715 0.297
Cl -2.6174 -3.5210 2.0325 -0.107
Cl -5.3518 -2.8331 2.7392 -0.011
Cl -4.8101 -4.3320 0.3076 -0.140
H -4.3849 -4.9511 2.5335 0.009
C 7.3370 4.0342 1.2679 0.187
Cl 6.0146 2.9010 1.0005 -0.121
Cl 8.5091 3.3817 2.4184 -0.170
Cl 8.1247 4.4682 -0.2300 -0.074
H 6.9255 4.9400 1.6938 0.122
C 5.2996 5.5548 -3.0909 0.059
Cl 6.1987 4.0406 -2.9889 -0.108
Cl 3.6799 5.2797 -3.7304 -0.125
Cl 5.2208 6.3611 -1.5213 -0.116
H 5.8216 6.2094 -3.7733 0.279
C -1.7503 -6.2695 4.7369 0.100
Cl -1.3504 -7.8208 5.4774 -0.113
Cl -3.4627 -6.2131 4.2983 -0.169
Cl -1.3418 -4.9349 5.8083 -0.097
H -1.1704 -6.1654 3.8305 0.260
C 10.6548 7.7773 -0.4489 -0.058
Cl 11.5563 6.2615 -0.3823 -0.110
Cl 9.0362 7.5162 -1.1008 -0.067
Cl 10.5662 8.5184 1.1499 -0.116
H 11.1797 8.4558 -1.1063 0.362
C 2.3877 0.3422 -14.3736 0.915
Cl 4.1147 0.2397 -14.7117 -0.141
Cl 1.9441 1.9757 -13.8764 -0.142
Cl 1.4400 -0.1654 -15.7722 -0.141
H 2.1689 -0.3218 -13.5521 -0.495
C -6.2989 4.0356 2.6595 -0.164
Cl -8.0141 3.6286 2.6420 -0.107
Cl -5.5161 3.3632 4.0941 -0.066
Cl -5.5031 3.4672 1.1925 -0.087
H -6.2056 5.1115 2.6982 0.414
C 3.4863 4.1409 -10.8325 0.482
Cl 3.6139 5.5395 -11.8975 -0.139
Cl 5.0747 3.4421 -10.5199 -0.131
Cl 2.6844 4.5735 -9.3222 -0.126
H 2.8855 3.3921 -11.3311 -0.111
C -1.0771 -4.2977 -11.3454 0.935
Cl -1.4696 -4.5636 -9.6490 -0.146
Cl -0.5689 -5.7997 -12.1179 -0.138
Cl -2.4409 -3.5802 -12.2032 -0.140
H -0.2504 -3.6025 -11.3856 -0.534
C -8.2497 0.4035 5.4171 0.244
Cl -8.8127 -0.3061 6.9317 -0.141
Cl -7.2852 -0.7518 4.4975 -0.107
Cl -9.5950 1.0004 4.4517 -0.123
H -7.6162 1.2476 5.6537 0.057
C -0.9507 -12.2287 6.6869 -0.017
Cl -1.2204 -10.5969 6.0712 -0.079
Cl 0.7431 -12.4680 7.1108 -0.122
Cl -1.9948 -12.5520 8.0739 -0.102
H -1.2056 -12.9302 5.9055 0.310
C 7.8785 6.5277 4.7894 -0.061
Cl 6.6046 5.3098 4.7231 -0.066
Cl 9.0722 6.1146 6.0191 -0.126
Cl 8.6467 6.7245 3.2104 -0.053
H 7.4278 7.4716 5.0605 0.337
C -3.5513 -13.3887 11.6271 0.480
Cl -3.1368 -14.9379 12.3604 -0.123
Cl -5.2598 -13.3374 11.1929 -0.118
Cl -3.1369 -12.0548 12.7024 -0.117
H -2.9719 -13.2817 10.7214 -0.104
C 6.9552 -1.7561 -9.0999 0.092
Cl 8.5458 -2.2213 -9.6968 -0.129
Cl 5.7370 -2.0151 -10.3422 -0.085
Cl 6.5471 -2.6367 -7.6298 -0.125
H 6.9729 -0.7047 -8.8681 0.250
C -7.2526 6.9656 8.9068 -0.015
Cl -5.6397 7.6554 8.7250 -0.103
Cl -7.9848 6.6662 7.3305 -0.109
Cl -7.1970 5.4840 9.8617 -0.112
H -7.8672 7.6819 9.4327 0.342
```

Values from the calculation:
HOMO, eV: -9.875
Net charge: 0
F_max, hartree/bohr: 0.0358
Multiplicity: 1
Kohn-Sham gap, eV: 10.005
E_tot, hartree: -26478.07977

***

2.
C39H33BrDyN4O5 | ωB97M-V with the def2-TZVPD basis set

Structure (XYZ):
```
83
Properties=species:S:1:pos:R:3:mulliken_charge:R:1
Dy -0.5310 0.9053 0.3830 -0.062
C -1.0343 3.6722 2.3466 -0.757
N 0.2275 2.9223 1.9905 0.748
C 0.8503 2.4123 3.2263 -0.842
C 1.5072 1.0709 3.0414 0.758
C 2.7107 0.7054 3.6360 -1.012
C 3.2334 -0.5889 3.5761 -0.636
C 2.4120 -1.5958 3.0087 -0.822
C 1.1856 -1.1358 2.4862 -0.126
N 0.7226 0.1213 2.4775 0.149
C 1.1493 3.7780 1.2300 -1.228
C 0.5294 4.0231 -0.1575 0.603
C 0.8190 5.1431 -0.9130 -0.957
C 0.2546 5.3435 -2.1523 -0.373
C -0.6817 4.4141 -2.5651 -0.671
C -0.9966 3.3306 -1.7713 -0.184
N -0.3273 3.1073 -0.6258 0.463
C -2.0469 2.7106 2.8875 0.350
C -2.5963 2.7531 4.1513 -0.748
C -3.6000 1.8943 4.5138 -0.276
C -4.1382 0.9927 3.5469 -1.054
C -3.4672 1.0207 2.3546 0.005
N -2.4414 1.8336 1.9732 0.068
H -0.7738 4.5608 2.9599 0.387
H -1.4437 4.1126 1.4456 0.427
H 1.5433 3.1161 3.7050 0.376
H 0.0170 2.2214 3.9823 0.188
H 3.3733 1.4670 4.0005 0.403
H 4.1709 -0.7846 4.0001 0.512
H 2.6203 -2.6405 2.8940 0.582
H 0.5779 -1.8642 1.9720 0.483
H 1.4275 4.6709 1.7850 0.657
H 2.1179 3.2248 1.0925 0.431
H 1.4894 5.8471 -0.5104 0.543
H 0.4310 6.2629 -2.7710 0.386
H -1.0527 4.5320 -3.6542 0.297
H -1.7856 2.6232 -2.1360 0.415
H -2.1017 3.3749 4.8648 0.473
H -4.0699 1.9518 5.5001 0.423
H -4.9142 0.3329 3.8437 0.498
H -3.6970 0.2737 1.5762 0.385
O 0.3685 -1.1807 -0.7971 0.403
C 1.7484 -1.2623 -1.2634 1.668
C 2.3813 0.1300 -0.7799 -0.409
O 3.5264 0.4849 -1.0590 -0.692
O 1.5650 0.8585 -0.1359 0.058
C 1.9023 -1.2057 -2.7911 0.070
C 3.1906 -1.1505 -3.2920 -0.276
C 3.3674 -1.0387 -4.6574 -1.122
C 2.2911 -0.8078 -5.4666 -0.404
C 0.9923 -0.7233 -4.9746 -1.087
C 0.8069 -0.8910 -3.5891 -0.421
C 2.3219 -2.5824 -0.7328 0.018
C 1.6972 -3.7642 -1.1845 -0.229
C 2.1208 -5.0695 -0.8088 -1.037
C 3.3477 -5.1684 -0.0675 -0.545
C 4.0432 -3.9738 0.2115 -0.901
C 3.5417 -2.7298 -0.1027 0.278
H -0.1238 -1.7595 -1.3769 0.171
H 4.0150 -1.2303 -2.6127 0.520
H 4.2744 -1.0107 -5.1903 0.451
H 2.3370 -0.8856 -6.5505 0.356
H 0.1833 -0.3915 -5.6232 0.420
H -0.1338 -0.6839 -3.1032 0.546
H 0.8467 -3.7603 -1.9426 0.216
H 1.5776 -5.9560 -1.0684 0.471
H 3.7780 -6.1197 0.2580 0.431
H 5.0598 -4.0568 0.5847 0.429
H 4.1430 -1.8534 0.0927 0.484
Br -6.6886 -4.9292 -2.1102 -0.184
C -5.3195 -3.6275 -1.6060 0.190
C -4.6496 -3.8791 -0.4176 -0.739
C -3.6646 -3.0018 -0.0436 -0.504
C -3.4131 -1.8721 -0.8146 0.608
C -4.0607 -1.6702 -2.0567 -0.426
C -5.0030 -2.5845 -2.4492 -0.758
C -2.4005 -0.8455 -0.3753 1.121
O -1.7857 -1.0377 0.6667 -0.507
O -2.2862 0.2373 -1.0617 -0.815
H -4.9783 -4.7191 0.1762 0.449
H -3.1476 -3.1088 0.9086 0.472
H -3.8213 -0.8058 -2.6287 0.596
H -5.6218 -2.4903 -3.3597 0.365
```

Values from the calculation:
HOMO (alpha / beta), eV: -10.816 / -10.817
Net charge: +1
F_max, hartree/bohr: 0.0643
Multiplicity: 6
Kohn-Sham gap (alpha / beta), eV: 8.245 / 8.238
E_tot, hartree: -5560.25531
Relative energy (zero: lowest compared OMol25 entry of this formula, charge and spin), kcal per mole: 0.0

***

3.
C3H10NOS | ωB97M-V with the def2-TZVPD basis set

Structure (XYZ):
```
16
Properties=species:S:1:pos:R:3:nbo_charge:R:1
C 1.6622 -1.0376 -1.5516 -0.626
C 0.9962 -1.1464 -0.2002 -0.553
S -0.6755 -1.8207 -0.4181 -0.109
H 1.0721 -0.3387 -2.1363 0.215
H 1.6749 -1.9255 -2.1869 0.186
H 2.5984 -0.4768 -1.4877 0.218
H 1.5461 -1.8041 0.4672 0.178
H 1.0000 -0.1511 0.2728 0.324
H -1.2727 -1.2660 0.6429 0.125
N -1.6094 1.7240 1.2660 -0.908
C -0.4747 2.1992 0.3693 0.138
O 0.7309 1.7615 0.6734 -0.946
H -1.4089 0.7465 1.4707 0.318
H -1.4350 2.1633 2.1655 0.320
H -0.8605 1.8719 -0.6327 0.059
H -0.6092 3.3035 0.4148 0.062
```

Values from the calculation:
HOMO, eV: -2.831
Net charge: -1
F_max, hartree/bohr: 0.0260
Multiplicity: 1
Kohn-Sham gap, eV: 6.284
E_tot, hartree: -648.46924
Relative energy (zero: lowest compared OMol25 entry of this formula, charge and spin), kcal per mole: 39.1

***

4.
C4H8N4 | ωB97M-V with the def2-TZVPD basis set

Structure (XYZ):
```
16
Properties=species:S:1:pos:R:3:nbo_charge:R:1
C -0.9785 -1.6199 -0.0112 -0.680
C -0.1286 -0.4346 0.0386 -0.043
C -0.0512 0.8241 0.0930 0.360
N 0.6819 1.9366 -0.0849 -0.839
C 1.8806 -0.7621 0.1827 0.130
N -1.9674 1.2519 0.2926 -0.185
N -2.8422 0.9164 -0.4636 -0.381
N 2.7977 0.0696 -0.0528 -0.727
H 1.6846 1.7204 -0.1649 0.439
H 0.5130 2.6431 0.6209 0.392
H -3.7361 1.4643 -0.3866 0.314
H 3.7219 -0.3384 -0.2620 0.365
H 2.0696 -1.8534 0.2944 0.137
H -0.4471 -2.4866 -0.4146 0.232
H -1.3505 -1.9041 0.9772 0.229
H -1.8477 -1.4273 -0.6587 0.258
```

Values from the calculation:
HOMO, eV: -6.727
Net charge: 0
F_max, hartree/bohr: 0.1175
Multiplicity: 1
Kohn-Sham gap, eV: 7.758
E_tot, hartree: -375.99912
Relative energy (zero: lowest compared OMol25 entry of this formula, charge and spin), kcal per mole: 156.5

***

5.
C2H4N4O | ωB97M-V with the def2-TZVPD basis set

Structure (XYZ):
```
11
Properties=species:S:1:pos:R:3:nbo_charge:R:1
N 0.3438 0.0515 1.7994 -0.652
N 0.2836 0.3520 0.4707 -0.093
N 1.2408 1.0719 -0.1789 -0.049
N 0.9723 0.9477 -1.3466 -0.206
C -0.0597 0.1115 -1.5950 -0.237
C -0.4379 -0.3862 -0.4370 0.414
O -1.4385 -1.1650 0.0664 -0.648
H 0.5600 0.9686 2.3131 0.383
H 1.0779 -0.7732 2.1579 0.367
H -0.4005 0.1433 -2.5963 0.224
H -2.1419 -1.3218 -0.6536 0.499
```

Values from the calculation:
HOMO, eV: -9.190
SMILES: Nn1nncc1O
Net charge: 0
F_max, hartree/bohr: 0.1091
Multiplicity: 1
Kohn-Sham gap, eV: 9.619
E_tot, hartree: -372.76432
Relative energy (zero: lowest compared OMol25 entry of this formula, charge and spin), kcal per mole: 85.3

***

6.
H36O18 | ωB97M-V with the def2-TZVPD basis set

Structure (XYZ):
```
54
Properties=species:S:1:pos:R:3:nbo_charge:R:1
O -1.4423 3.1462 3.4617 -0.989
H -1.4396 3.8236 4.0565 0.472
H -1.2213 2.2873 4.0375 0.516
O -0.5465 -2.5125 -3.8683 -0.986
H 0.4186 -2.5764 -3.8698 0.463
H -0.5914 -2.6972 -2.8860 0.499
O -0.9785 0.3159 5.0223 -0.993
H -0.1105 0.0316 5.1818 0.503
H -1.7433 -0.1889 5.2272 0.500
O -1.9547 0.4061 0.3668 -0.971
H -1.8536 1.3038 0.6321 0.467
H -2.0989 0.3977 -0.6813 0.502
O 2.1836 -2.3460 -0.4238 -0.958
H 2.4417 -1.5213 -0.5950 0.457
H 1.3350 -2.4192 -1.0827 0.496
O -2.2019 3.7116 0.9776 -0.992
H -2.7749 2.8701 1.0727 0.487
H -1.3823 3.7001 1.5448 0.528
O 3.7074 -3.0759 1.6439 -0.922
H 3.4598 -2.2314 1.1656 0.465
H 2.9720 -3.5873 1.3629 0.457
O 2.2369 1.4350 5.2361 -0.919
H 2.7510 0.9738 5.8488 0.456
H 2.4627 0.8379 4.4628 0.465
O 0.4949 -1.3992 -6.3847 -0.915
H -0.2948 -1.3467 -5.8908 0.468
H 0.8548 -2.1659 -6.0124 0.448
O -0.6864 -3.0022 -1.1818 -1.027
H -1.3220 -3.8531 -0.8289 0.534
H -0.3637 -2.5985 -0.2553 0.512
O -3.3745 -1.3793 -2.9689 -0.944
H -2.7438 -1.9109 -3.2429 0.468
H -4.2415 -1.7218 -3.1348 0.475
O -1.2352 -0.9212 2.7286 -0.942
H -1.3336 -1.1482 1.8621 0.469
H -1.1036 -0.0156 2.7647 0.471
O 2.3703 3.8713 3.9145 -0.879
H 3.1418 4.0047 3.7039 0.431
H 1.9558 4.2327 3.1667 0.448
O 4.5930 0.5395 1.6108 -0.935
H 5.2380 1.3245 1.3867 0.477
H 4.0499 0.4662 0.8519 0.458
O -0.5882 -4.0349 1.1961 -0.956
H -1.0524 -4.1891 1.9122 0.468
H 0.3850 -3.6128 1.5403 0.496
O -2.6907 0.5813 -5.8100 -0.956
H -2.6162 -0.3610 -5.5447 0.483
H -3.1017 1.1373 -5.2234 0.474
O -3.6113 3.7555 -1.3191 -0.987
H -3.1955 4.0116 -0.3467 0.504
H -2.9695 3.0374 -1.6892 0.455
O 2.9945 1.2571 -4.9113 -0.905
H 4.0576 1.3038 -5.0140 0.462
H 2.7600 2.0532 -4.7737 0.443
```

Values from the calculation:
HOMO, eV: -10.549
Net charge: 0
F_max, hartree/bohr: 0.2678
Multiplicity: 1
Kohn-Sham gap, eV: 9.999
E_tot, hartree: -1375.62889
Relative energy (zero: lowest compared OMol25 entry of this formula, charge and spin), kcal per mole: 224.7

***

7.
C3H10N3 | ωB97M-V with the def2-TZVPD basis set

Structure (XYZ):
```
16
Properties=species:S:1:pos:R:3:nbo_charge:R:1
C -0.7210 0.3990 0.1911 0.509
C -2.8399 -0.6941 -0.0481 -0.327
C 2.4662 -0.4114 -0.5008 -0.430
N 0.2957 -0.3583 0.4514 -0.447
N -0.7198 1.6816 0.0257 -0.771
N 1.5943 0.2005 0.4868 -0.466
H -3.1342 -0.6845 0.9852 0.218
H -2.4939 -1.6201 -0.4656 0.211
H -3.2895 0.0181 -0.7115 0.211
H 2.5990 -1.4887 -0.3535 0.188
H 2.0543 -0.2340 -1.4937 0.211
H 3.4343 0.0761 -0.4336 0.236
H 0.1826 -1.3691 0.5290 0.410
H -1.5660 2.1963 -0.1615 0.433
H 0.1544 2.2005 0.0765 0.433
H 1.9835 0.0883 1.4226 0.380
```

Values from the calculation:
HOMO, eV: -14.324
Net charge: +1
F_max, hartree/bohr: 0.0901
Multiplicity: 1
Kohn-Sham gap, eV: 9.604
E_tot, hartree: -284.21357
Relative energy (zero: lowest compared OMol25 entry of this formula, charge and spin), kcal per mole: 101.9

***

8.
C3H3NO2 | ωB97M-V with the def2-TZVPD basis set

Structure (XYZ):
```
9
Properties=species:S:1:pos:R:3:nbo_charge:R:1
O 1.6098 0.0526 1.1689 -0.541
C 1.5383 0.2223 -0.0129 0.649
O 0.4488 -0.0567 -0.7805 -0.502
C -0.6919 -0.4616 -0.0989 -0.029
C -1.3977 0.9754 0.6058 0.128
N -2.1045 0.7178 -0.3213 -0.336
H 2.3346 0.6052 -0.6627 0.139
H -1.2620 -1.1150 -0.7526 0.239
H -0.4754 -0.9401 0.8542 0.253
```

Values from the calculation:
HOMO, eV: -11.367
Net charge: 0
F_max, hartree/bohr: 0.0187
Multiplicity: 1
Kohn-Sham gap, eV: 11.960
E_tot, hartree: -321.24321
Relative energy (zero: lowest compared OMol25 entry of this formula, charge and spin), kcal per mole: 84.4